No. 1
{"formula": "C32H76N2O16P2", "method": "ωB97M-V with the def2-TZVPD basis set", "symbols": ["C", "C", "C", "O", "P", "C", "C", "C", "C", "N", "C", "C", "C", "O", "C", "O", "C", "O", "C", "C", "O", "P", "N", "O", "O", "H", "H", "H", "H", "H", "H", "H", "H", "H", "H", "H", "H", "H", "H", "H", "H", "H", "H", "H", "H", "H", "H", "H", "H", "H", "H", "H", "H", "H", "H", "H", "H", "H", "H", "C", "O", "C", "C", "O", "C", "C", "O", "C", "H", "H", "H", "H", "H", "H", "H", "H", "H", "H", "H", "H", "H", "H", "C", "O", "C", "C", "O", "C", "C", "O", "C", "H", "H", "H", "H", "H", "H", "H", "H", "H", "H", "H", "H", "H", "H", "C", "O", "C", "C", "O", "C", "C", "O", "C", "H", "H", "H", "H", "H", "H", "H", "H", "H", "H", "H", "H", "H", "H"], "xyz": [[0.4026, -2.5567, -0.4366], [-1.1123, -2.7976, -0.2464], [-1.8858, -1.5330, -0.5965], [-3.2678, -1.7475, -0.8012], [-3.7933, -1.9537, -2.3970], [-5.3978, -2.5975, -1.8226], [-6.5764, -1.6987, -2.1955], [-7.8654, -2.1496, -1.4923], [-7.9707, -1.6197, -0.0500], [-8.9429, -0.5262, 0.1157], [-10.3250, -0.9143, -0.1391], [-8.4922, 0.6898, -0.4078], [-9.3213, 1.4395, -1.4240], [-7.4327, 1.1510, -0.0523], [-3.7802, -0.1563, -2.8445], [-3.6362, 0.6602, -1.7111], [-3.3626, 2.0249, -1.9747], [-2.1417, 2.4099, -1.4164], [-0.9803, 1.9635, -2.0932], [-0.5441, 2.8731, -3.2261], [-1.3936, 2.8183, -4.3700], [-4.2853, -2.4933, -4.6291], [-5.4942, -3.4440, -4.8628], [-4.3325, -1.1037, -5.4891], [-2.9198, -3.2124, -5.1429], [0.6023, -1.4794, -0.4972], [0.7682, -2.9800, -1.3742], [0.9968, -2.9243, 0.3999], [-1.2824, -3.0853, 0.7920], [-1.4103, -3.6183, -0.9054], [-1.7960, -0.8134, 0.2248], [-1.4214, -1.0459, -1.4684], [-2.6527, -2.7694, -2.6094], [-5.5376, -3.6246, -2.1655], [-5.2974, -2.6066, -0.7352], [-6.7287, -1.6647, -3.2771], [-6.3612, -0.6718, -1.8723], [-7.9278, -3.2434, -1.5078], [-8.7175, -1.8041, -2.0880], [-8.2405, -2.4126, 0.6510], [-7.0025, -1.2166, 0.2568], [-10.5951, -0.9914, -1.1969], [-11.0009, -0.2184, 0.3620], [-10.4830, -1.8962, 0.3112], [-10.1534, 0.8875, -1.8522], [-8.6415, 1.7423, -2.2228], [-9.7034, 2.3546, -0.9630], [-2.9897, 0.0219, -3.5841], [-4.7517, 0.0132, -3.3241], [-4.1253, 2.6193, -1.4679], [-3.3877, 2.2115, -3.0540], [-1.0997, 0.9335, -2.4563], [-0.1809, 1.9422, -1.3447], [-0.5278, 3.9101, -2.8851], [0.4840, 2.6015, -3.5040], [-1.1817, 2.0171, -4.8639], [-6.2100, -3.0840, -5.4810], [-4.4628, -1.3104, -6.4275], [-2.1440, -2.9411, -4.6347], [4.6048, 3.3592, -0.3371], [4.9772, 2.0248, -0.0784], [3.9509, 1.3038, 0.5740], [4.2075, -0.1838, 0.5056], [3.8529, -0.7722, -0.7357], [4.7364, -0.5572, -1.8239], [5.9856, -1.4063, -1.7782], [6.9304, -0.8637, -0.8757], [7.9161, -1.8000, -0.5087], [4.3747, 3.8996, 0.5882], [5.4457, 3.8472, -0.8257], [3.7338, 3.4051, -1.0021], [2.9806, 1.5221, 0.1076], [3.9020, 1.6094, 1.6292], [3.5558, -0.6620, 1.2397], [5.2433, -0.4071, 0.7705], [4.9960, 0.4993, -1.9238], [4.1710, -0.8571, -2.7090], [6.4253, -1.4459, -2.7853], [5.7157, -2.4266, -1.4770], [7.4732, -2.6630, 0.0024], [8.6039, -1.3010, 0.1706], [8.4763, -2.1563, -1.3815], [6.1279, 11.4268, 1.0273], [6.3590, 10.1022, 1.4445], [5.1572, 9.4220, 1.7516], [5.3878, 7.9307, 1.8296], [5.4427, 7.2881, 0.5660], [6.6419, 7.4382, -0.1767], [7.7796, 6.5723, 0.3132], [8.3905, 7.1397, 1.4562], [9.1712, 6.2044, 2.1624], [5.6213, 12.0101, 1.8058], [7.0960, 11.8792, 0.8230], [5.5210, 11.4558, 0.1147], [4.3982, 9.6290, 0.9861], [4.7757, 9.7741, 2.7209], [4.5228, 7.4919, 2.3312], [6.2765, 7.7125, 2.4258], [6.9504, 8.4847, -0.2277], [6.3913, 7.1056, -1.1863], [8.5253, 6.4785, -0.4894], [7.3949, 5.5710, 0.5473], [8.5585, 5.3725, 2.5295], [9.6119, 6.7218, 3.0119], [9.9761, 5.7998, 1.5372], [0.1448, -8.4931, 7.0485], [-0.1891, -7.4718, 6.1391], [0.8452, -6.5158, 6.0056], [0.6312, -5.6618, 4.7775], [1.0289, -6.2851, 3.5678], [0.1419, -7.2510, 3.0276], [-1.0396, -6.6537, 2.3000], [-2.0277, -6.2180, 3.2148], [-2.9294, -5.3119, 2.6216], [0.3381, -8.0908, 8.0504], [-0.7016, -9.1747, 7.1005], [1.0297, -9.0482, 6.7152], [1.8181, -7.0184, 5.9291], [0.8597, -5.8667, 6.8932], [1.2770, -4.7862, 4.8706], [-0.4056, -5.3210, 4.7280], [-0.1969, -7.9530, 3.7929], [0.7350, -7.8011, 2.2941], [-1.4707, -7.4143, 1.6330], [-0.6939, -5.8111, 1.6865], [-2.4049, -4.4134, 2.2788], [-3.6614, -5.0303, 3.3754], [-3.4504, -5.7663, 1.7703]], "forces_ev_per_a": [[-0.16, 0.50, 0.02], [0.73, -0.02, -0.26], [-0.12, 0.26, 0.27], [0.06, -0.33, -0.05], [0.15, 0.22, 0.64], [-0.07, 0.06, 0.40], [-0.10, 0.24, -0.06], [-0.04, -0.10, -0.23], [0.17, 0.05, 0.38], [-0.17, -0.14, -0.90], [0.02, -0.16, 0.27], [-0.13, 0.03, 0.38], [-0.21, 0.26, 0.03], [0.44, 0.00, -0.18], [-0.09, 0.05, 0.15], [0.20, -0.03, 0.00], [-0.18, -0.01, -0.08], [0.00, 0.03, -0.04], [0.09, 0.00, 0.06], [0.19, -0.12, -0.08], [0.04, -0.08, 0.03], [-0.52, -0.18, 0.06], [0.22, 0.25, -0.14], [0.09, -0.05, -0.23], [0.18, -0.03, 0.09], [0.06, -0.09, 0.07], [0.04, -0.08, 0.15], [0.01, -0.19, -0.16], [-0.33, -0.04, -0.13], [-0.21, -0.01, 0.24], [0.04, 0.02, -0.14], [-0.06, -0.13, -0.06], [0.00, -0.02, -0.22], [-0.04, 0.14, -0.21], [-0.02, -0.09, -0.09], [0.09, -0.18, 0.06], [-0.01, -0.08, -0.02], [0.05, 0.09, 0.00], [0.02, 0.00, 0.16], [0.00, 0.06, -0.04], [-0.09, -0.12, 0.10], [0.00, -0.02, 0.04], [0.01, 0.00, -0.17], [-0.01, 0.07, 0.01], [0.03, 0.01, 0.04], [-0.04, -0.01, 0.10], [0.01, -0.08, -0.06], [-0.13, -0.03, -0.07], [0.17, 0.02, -0.16], [0.11, -0.04, 0.00], [0.03, 0.00, 0.06], [-0.06, 0.06, 0.01], [-0.08, 0.00, -0.04], [-0.12, -0.06, -0.03], [-0.05, 0.05, 0.04], [-0.06, 0.13, 0.05], [-0.06, -0.18, 0.02], [0.00, 0.12, 0.08], [-0.01, -0.02, -0.13], [0.08, 0.04, 0.06], [-0.06, -0.05, -0.13], [0.07, 0.06, 0.03], [-0.05, -0.04, 0.08], [-0.03, -0.01, -0.02], [-0.04, -0.01, -0.08], [0.10, 0.05, 0.00], [-0.10, -0.05, 0.11], [0.05, 0.06, -0.04], [-0.02, 0.02, -0.02], [0.01, 0.00, 0.01], [-0.02, 0.01, 0.03], [-0.02, -0.02, 0.02], [-0.06, 0.02, -0.01], [0.01, -0.02, -0.01], [0.02, 0.08, -0.04], [0.07, -0.02, 0.05], [-0.01, 0.02, 0.00], [-0.02, -0.07, -0.01], [-0.02, -0.01, -0.02], [0.00, -0.01, -0.02], [0.01, 0.01, 0.00], [0.00, -0.02, 0.00], [0.04, 0.02, 0.06], [-0.03, -0.06, -0.13], [0.06, 0.06, 0.04], [-0.06, -0.05, 0.07], [0.00, -0.01, 0.00], [-0.01, -0.03, -0.09], [0.09, 0.05, 0.02], [-0.14, -0.05, 0.07], [0.06, 0.05, -0.02], [-0.01, 0.00, -0.01], [0.00, 0.00, 0.01], [-0.02, 0.01, 0.02], [-0.02, -0.02, 0.01], [-0.05, 0.01, -0.03], [0.01, -0.02, 0.00], [0.04, 0.07, -0.03], [0.05, -0.01, 0.07], [-0.01, 0.03, -0.01], [-0.01, -0.07, -0.01], [-0.01, -0.01, -0.02], [0.01, -0.01, -0.02], [0.01, 0.01, 0.00], [-0.01, -0.02, 0.00], [-0.06, 0.02, 0.04], [0.07, -0.06, -0.11], [-0.07, -0.02, 0.06], [0.02, 0.09, 0.02], [0.00, 0.00, 0.00], [0.03, -0.07, -0.06], [-0.09, -0.02, 0.03], [0.09, 0.09, 0.02], [-0.01, -0.07, 0.04], [0.02, -0.01, 0.00], [-0.01, 0.00, 0.00], [0.01, 0.02, 0.02], [0.02, 0.02, 0.00], [0.05, -0.02, 0.01], [-0.01, 0.01, -0.01], [-0.02, -0.07, 0.03], [-0.05, 0.05, 0.01], [0.01, -0.02, 0.02], [0.02, 0.04, -0.06], [0.02, -0.01, -0.02], [-0.06, 0.01, -0.04], [0.00, -0.02, 0.01], [0.00, 0.03, -0.02]], "smiles": "CCCO[PH](CCCCN(C)C(C)=O)(COCOCCO)P(=N)(O)O.COCCOCCOC.COCCOCCOC.COCCOCCOC", "homo_lumo_gap_ev": 8.34, "total_charge": 0, "homo_energy_ha": -0.3002}

---

No. 2
{"formula": "C21H41O9P2", "method": "ωB97M-V with the def2-TZVPD basis set", "symbols": ["C", "C", "O", "P", "O", "C", "C", "C", "C", "C", "P", "C", "C", "C", "C", "O", "C", "C", "H", "H", "H", "H", "H", "H", "H", "H", "H", "H", "H", "H", "H", "H", "H", "H", "H", "H", "H", "H", "H", "H", "H", "H", "H", "H", "H", "H", "H", "C", "C", "C", "O", "C", "O", "O", "H", "H", "H", "H", "H", "H", "C", "C", "C", "O", "C", "O", "O", "H", "H", "H", "H", "H", "H"], "xyz": [[-1.5578, 0.4796, 2.8650], [-0.6970, 1.2717, 1.8745], [-1.3994, 1.6184, 0.6698], [-1.8471, 0.4853, -0.3849], [-3.2724, 0.1239, -0.2469], [-0.7510, -0.9202, -0.2339], [0.6519, -0.8017, -0.8563], [1.5443, -1.9905, -0.4797], [2.9635, -1.4787, -0.2152], [3.5924, -0.4782, -1.2215], [1.6023, -3.3313, -1.7160], [3.0424, -3.1665, -2.9256], [2.9051, -2.2451, -4.1670], [0.1636, -3.1974, -2.8712], [-1.1118, -3.8392, -2.2753], [-1.6408, 1.2322, -1.7850], [-0.4657, 1.9948, -2.0875], [-0.8724, 3.3053, -2.7444], [-2.5338, 0.2637, 2.4324], [-1.7042, 1.0519, 3.7817], [-1.0718, -0.4570, 3.1378], [-0.4112, 2.2296, 2.3072], [0.2282, 0.7487, 1.6293], [-0.5921, -1.1486, 0.8211], [-1.3179, -1.7560, -0.6437], [1.1047, 0.1146, -0.4469], [0.5454, -0.6245, -1.9357], [3.6339, -2.3348, -0.0668], [2.9225, -0.9615, 0.7559], [4.6238, -0.7705, -1.4543], [3.6684, 0.5249, -0.8063], [3.0683, -0.4427, -2.1777], [3.1851, -4.1893, -3.2846], [3.9424, -2.9069, -2.3676], [2.9851, -2.8081, -5.0977], [3.6735, -1.4689, -4.1619], [1.9537, -1.7101, -4.1570], [0.4594, -3.7532, -3.7649], [-0.0669, -2.1863, -3.2222], [-1.4367, -4.7021, -2.8572], [-0.9507, -4.1445, -1.2404], [-1.9393, -3.1264, -2.2745], [0.1678, 1.4163, -2.7591], [0.1210, 2.1905, -1.1904], [-0.0921, 3.6234, -3.4364], [-1.8023, 3.1670, -3.2950], [-1.0164, 4.0940, -2.0063], [3.9879, -0.3745, 5.0328], [4.6466, -0.5906, 3.6956], [6.1559, -0.4277, 3.6788], [6.4029, 0.0294, 2.3487], [5.2739, 0.6408, 1.8992], [5.1874, 1.2578, 0.8917], [4.2518, 0.4228, 2.7600], [2.9171, -0.5614, 4.9681], [4.4133, -1.0510, 5.7755], [4.1308, 0.6555, 5.3625], [4.3578, -1.5571, 3.2731], [6.7002, -1.3515, 3.8574], [6.4890, 0.3390, 4.3849], [-5.9778, 1.1410, 0.6549], [-7.0406, 2.1679, 0.3916], [-6.5213, 3.5647, 0.1161], [-7.5863, 4.3974, 0.5989], [-8.2602, 3.7009, 1.5457], [-9.0835, 4.1724, 2.2665], [-7.8679, 2.4132, 1.5565], [-6.4131, 0.1514, 0.7887], [-5.2678, 1.0874, -0.1690], [-5.4244, 1.3863, 1.5620], [-7.7085, 1.8426, -0.4113], [-6.3442, 3.7675, -0.9363], [-5.6170, 3.7806, 0.6894]], "forces_ev_per_a": [[0.21, 0.09, 0.07], [-0.04, 0.22, 0.14], [0.37, -0.10, -0.12], [-0.69, -0.24, 0.01], [0.06, 0.04, -0.01], [0.25, 0.18, -0.15], [0.03, -0.07, 0.29], [-0.12, 0.42, -1.18], [-0.39, -0.04, 0.57], [0.45, -0.32, -0.11], [0.50, -0.72, 0.98], [-0.31, 0.28, -0.84], [0.11, 0.23, 0.48], [-0.26, -0.05, -0.05], [0.00, 0.34, -0.03], [0.26, 0.09, 0.28], [0.17, 0.22, -0.24], [0.05, -0.06, 0.10], [0.02, -0.06, -0.01], [-0.10, -0.01, 0.00], [-0.09, -0.06, -0.06], [0.00, 0.03, -0.04], [-0.06, -0.08, -0.08], [-0.20, -0.07, 0.06], [0.08, -0.04, -0.03], [0.03, 0.02, -0.07], [-0.04, 0.10, -0.01], [0.04, 0.02, -0.03], [0.23, -0.03, 0.02], [0.01, 0.05, -0.02], [-0.20, 0.06, -0.09], [-0.16, 0.00, 0.09], [0.06, -0.05, 0.11], [-0.08, -0.07, 0.15], [-0.05, 0.07, -0.05], [0.07, -0.06, -0.15], [-0.06, -0.08, -0.14], [0.08, 0.00, 0.01], [0.09, 0.05, 0.07], [0.04, -0.09, 0.09], [-0.01, -0.13, -0.04], [-0.05, -0.04, -0.02], [-0.13, -0.14, -0.02], [-0.07, -0.08, 0.08], [-0.02, 0.08, -0.01], [0.04, 0.00, -0.08], [-0.11, 0.00, 0.01], [-0.12, 0.15, -0.04], [0.02, -0.11, 0.10], [-0.02, -0.04, 0.01], [0.02, 0.11, 0.02], [-0.25, -0.23, -0.11], [0.25, 0.22, 0.14], [0.04, 0.08, 0.02], [0.01, -0.03, -0.01], [0.00, -0.02, -0.01], [0.08, -0.02, 0.03], [0.02, 0.01, -0.04], [0.01, -0.01, -0.09], [-0.02, -0.01, 0.03], [-0.19, -0.07, 0.22], [0.16, 0.00, -0.05], [0.00, 0.00, -0.03], [0.04, 0.01, 0.03], [-0.03, 0.01, 0.03], [0.02, -0.01, -0.04], [-0.06, -0.02, -0.06], [-0.01, 0.00, -0.03], [0.03, -0.02, 0.03], [0.06, 0.07, -0.05], [-0.03, 0.04, 0.00], [-0.07, 0.04, -0.01], [0.01, -0.04, 0.00]], "de_lowest_kcal_mol": 0.0, "homo_lumo_gap_ev": 4.29, "total_charge": -1, "homo_energy_ha": -0.0734}

---

No. 3
{"formula": "C15H28N2NiO2S", "method": "ωB97M-V with the def2-TZVPD basis set", "symbols": ["Ni", "C", "C", "C", "C", "C", "C", "H", "H", "H", "H", "H", "H", "C", "N", "C", "C", "O", "N", "C", "C", "H", "H", "H", "H", "H", "H", "H", "H", "H", "H", "H", "H", "C", "C", "S", "O", "C", "C", "H", "H", "H", "H", "H", "H", "H", "H", "H", "H"], "xyz": [[1.2258, 0.6836, 0.3462], [3.0683, 1.9936, 0.5992], [1.9431, 2.6763, 1.1015], [1.1884, 2.1145, 2.1394], [1.5510, 0.8692, 2.6782], [2.6817, 0.2016, 2.1927], [3.4363, 0.7590, 1.1495], [3.6910, 2.4517, -0.1576], [1.7146, 3.6714, 0.7444], [0.3530, 2.6585, 2.5588], [1.0056, 0.4689, 3.5219], [2.9969, -0.7269, 2.6498], [4.3346, 0.2671, 0.8025], [-1.8784, 3.5680, -1.3081], [-1.3608, 2.2027, -1.4007], [-0.1851, 1.9988, -2.2254], [-1.6627, 1.2633, -0.4410], [-0.7689, 0.5339, 0.0816], [-2.9395, 1.1026, -0.0947], [-3.2981, 0.2079, 1.0009], [-4.0661, 1.5550, -0.9008], [-1.0618, 4.2687, -1.1117], [-2.5984, 3.6515, -0.4993], [-2.3517, 3.8761, -2.2413], [0.0031, 2.8936, -2.8106], [-0.3239, 1.1575, -2.9045], [0.7251, 1.7848, -1.6376], [-2.4288, -0.0090, 1.6100], [-3.7042, -0.7260, 0.6060], [-4.0646, 0.6790, 1.6150], [-3.7376, 2.0566, -1.8035], [-4.7033, 2.2260, -0.3238], [-4.6671, 0.6908, -1.1888], [3.5134, -3.3030, 0.2368], [2.1842, -3.6103, -0.4295], [0.9268, -2.4399, 0.1649], [1.3978, -1.1067, -0.4339], [-0.5023, -2.9377, -0.8455], [-1.3532, -3.9375, -0.0735], [4.2756, -3.9841, -0.1380], [3.4560, -3.4291, 1.3189], [3.8351, -2.2877, 0.0041], [1.8138, -4.6027, -0.1661], [2.2299, -3.5000, -1.5129], [-0.1395, -3.3439, -1.7892], [-1.0296, -2.0026, -1.0322], [-0.7925, -4.8415, 0.1671], [-2.2093, -4.2365, -0.6762], [-1.7238, -3.5072, 0.8568]], "forces_ev_per_a": [[-1.10, -1.01, -0.51], [0.20, 0.03, 0.31], [0.12, 0.23, 0.23], [0.21, 0.18, 0.13], [0.23, 0.08, 0.04], [0.04, 0.20, 0.12], [0.08, 0.21, 0.08], [-0.11, -0.05, -0.12], [-0.12, -0.08, -0.14], [-0.08, -0.05, -0.11], [-0.12, -0.10, -0.13], [-0.09, -0.08, -0.10], [-0.09, -0.09, -0.10], [0.01, 0.20, -0.14], [0.19, -0.21, 0.44], [-0.02, -0.28, 0.12], [-0.30, 0.57, -0.52], [0.73, -0.15, 0.16], [0.20, -0.13, 0.13], [-0.07, 0.01, 0.06], [-0.25, 0.03, -0.10], [0.00, -0.08, 0.05], [0.01, -0.01, -0.02], [-0.06, -0.05, 0.03], [0.01, 0.02, 0.00], [0.02, 0.01, -0.01], [0.06, 0.18, -0.02], [0.01, 0.01, 0.02], [0.03, 0.02, -0.01], [0.01, 0.02, -0.02], [0.02, -0.07, 0.02], [0.05, 0.03, 0.00], [0.04, -0.02, 0.04], [0.04, -0.02, 0.03], [-0.18, 0.31, 0.25], [-0.25, -0.59, -0.25], [0.38, 0.74, -0.16], [0.13, -0.06, 0.23], [0.04, -0.03, 0.04], [-0.01, -0.01, 0.00], [0.01, -0.01, -0.01], [0.01, -0.02, -0.01], [-0.05, -0.01, -0.05], [-0.08, -0.01, -0.02], [0.07, 0.09, -0.02], [0.02, 0.03, 0.03], [-0.03, -0.01, -0.01], [0.02, 0.01, -0.03], [0.00, -0.01, -0.01]], "spin_multiplicity": 3, "homo_lumo_gap_ev": [8.84, 7.16], "total_charge": 2, "homo_energy_ha": [-0.5572, -0.5574]}

---

Number 1: DFT total energy -88728.514 eV. Number 2: DFT total energy -59448.880 eV. Number 3: DFT total energy -74948.177 eV.